{"formula": "C5H9DyO2", "method": "ωB97M-V/def2-TZVPD", "e_tot_ha": -1230.5666, "lumo_energy_ev": [-10.713, -8.919], "spin_multiplicity": 6, "total_charge": 2, "homo_lumo_gap_ev": [6.16, 8.03], "homo_energy_ha": [-0.620, -0.623], "fmax_ha_per_bohr": 0.074, "s2": 9.3502, "elements": ["C", "O", "C", "C", "O", "C", "C", "Dy", "H", "H", "H", "H", "H", "H", "H", "H", "H"], "xyz": [[1.643876, -0.439899, 2.168308], [0.788171, 0.084627, 1.149530], [-0.535449, 0.320548, 1.556041], [-1.442177, 0.656372, 0.534399], [-0.827064, 0.851020, -0.621490], [-1.200122, 0.210507, -1.941769], [0.107649, -0.210618, -2.559115], [1.381096, 0.480210, -0.970214], [2.565526, -0.763101, 1.674532], [1.870816, 0.340800, 2.904347], [1.156150, -1.297306, 2.647682], [-0.634832, 0.825951, 2.522542], [-1.732004, 1.006173, -2.475513], [-1.889985, -0.601986, -1.684374], [0.304793, 0.308789, -3.505766], [0.151276, -1.295542, -2.725553], [-1.707721, -0.476545, 1.326414]], "forces_ev_per_angstrom": [[0.7, -0.4, 1.0], [-0.4, 0.0, 0.1], [-0.9, 1.3, -0.7], [-1.5, -0.1, 3.0], [1.5, -1.1, -1.7], [-1.2, 0.7, 0.6], [-2.3, -1.4, -2.7], [2.4, 1.2, 1.0], [-0.1, 0.0, 0.2], [-0.1, -0.2, -0.2], [0.2, 0.2, -0.1], [-0.4, -0.9, 0.2], [0.2, -0.3, -0.1], [0.3, 0.1, -0.2], [0.3, 0.0, 0.2], [0.3, 0.2, 0.1], [0.8, 0.8, -0.6]]}